# 1
{"formula": "C41H107N5O15", "method": "wB97M-V/def2-TZVPD", "elements": ["O", "O", "O", "O", "O", "O", "O", "O", "O", "O", "O", "O", "O", "O", "O", "N", "N", "N", "N", "N", "C", "C", "C", "C", "C", "C", "C", "C", "C", "C", "C", "C", "C", "C", "C", "C", "C", "C", "C", "C", "C", "C", "C", "C", "C", "C", "C", "C", "C", "C", "C", "C", "C", "C", "C", "C", "C", "C", "C", "C", "C", "H", "H", "H", "H", "H", "H", "H", "H", "H", "H", "H", "H", "H", "H", "H", "H", "H", "H", "H", "H", "H", "H", "H", "H", "H", "H", "H", "H", "H", "H", "H", "H", "H", "H", "H", "H", "H", "H", "H", "H", "H", "H", "H", "H", "H", "H", "H", "H", "H", "H", "H", "H", "H", "H", "H", "H", "H", "H", "H", "H", "H", "H", "H", "H", "H", "H", "H", "H", "H", "H", "H", "H", "H", "H", "H", "H", "H", "H", "H", "H", "H", "H", "H", "H", "H", "H", "H", "H", "H", "H", "H", "H", "H", "H", "H", "H", "H", "H", "H", "H", "H", "H", "H", "H", "H", "H", "H"], "coordinates": [[-1.71077, 4.39141, 1.15312], [-4.50746, -3.14012, 3.09336], [-1.01581, -5.40481, -2.24683], [0.32366, 4.34592, -4.38779], [3.67309, -7.59710, -2.23714], [-1.53778, -1.16841, 4.69902], [5.61348, 5.80374, 1.19215], [0.31341, -4.61057, 2.56813], [-3.93275, -0.59123, -0.98579], [2.23338, -2.77421, -2.54622], [1.70646, 1.41145, 3.06240], [-1.98667, 0.42382, 2.39874], [-1.43897, 0.51357, -2.19655], [2.77011, 1.71159, -1.50996], [-5.07708, 2.64984, -0.32594], [-4.47411, 0.28752, 1.76896], [4.10742, 4.06725, 2.74381], [1.59580, -5.69687, -3.33294], [2.02994, 2.22777, -4.40254], [-0.37033, 3.96911, -1.44675], [4.69847, -7.87681, -1.38367], [-0.81891, 5.30251, 0.54017], [-5.34715, 1.50865, 1.79506], [-1.04348, 3.75391, 2.19756], [-5.88879, -1.88993, -1.33009], [0.39779, -5.67067, -4.08874], [-0.67712, -1.42518, 1.42462], [-5.61858, 0.31123, -2.51138], [3.93206, -6.57432, -3.14998], [2.94618, 1.99180, 3.10741], [-1.78084, -4.54605, -1.46920], [-4.90910, -0.90179, -1.97249], [2.06957, 3.20667, -5.44658], [1.73975, 0.11977, 3.67861], [-0.59609, 2.53919, -1.14054], [-1.77354, -0.82114, 7.11748], [3.58796, -3.88626, -0.80188], [-1.29906, 1.95978, -2.29450], [0.19498, 4.74318, -0.40291], [0.52816, -3.69971, 3.68764], [2.72798, -6.28323, -4.06370], [5.71052, 5.91765, 2.58475], [-0.64291, -4.70598, -3.46270], [2.71765, -2.69007, -1.23323], [-1.17128, -0.04031, 1.28938], [-0.46757, -0.30905, -2.79188], [-5.02076, -0.84060, 2.54450], [-0.89158, 5.03500, -4.44557], [-4.11442, -2.02846, 2.31347], [3.05879, 1.03175, -0.30948], [-4.80661, 3.95808, -0.96834], [-4.77225, 2.71560, 1.01448], [3.34898, 1.96136, -3.85537], [4.35347, 5.44585, 3.10785], [1.12386, -4.40219, 4.85891], [6.78418, 6.31141, 0.55767], [3.36102, 1.04310, -2.68733], [-3.43275, -4.10326, 3.12066], [0.66828, 3.74849, -5.66308], [2.78126, 3.47540, 2.99349], [-2.47075, -0.98765, 5.75420], [-3.06323, -1.78876, 2.60674], [4.73013, -6.85567, -3.86193], [-0.12983, -3.72516, -3.18015], [0.98344, 4.13968, 0.18814], [3.94750, 1.51908, -4.67425], [6.72862, 7.41360, 0.55776], [2.39712, -3.69628, -2.82241], [-2.14015, -5.03244, -0.57071], [6.74937, 5.96324, -0.49552], [2.76766, 0.14571, -2.99137], [4.39283, 0.72256, -2.47747], [-5.32295, -2.68680, -0.86282], [-5.45817, 4.71112, -0.48204], [-1.11261, 2.41316, -0.16459], [-0.48330, -3.26660, 3.96009], [3.04371, -4.83192, -0.81509], [0.01600, -6.68719, -4.25894], [-0.29144, 5.73530, 1.39553], [2.44876, 0.14863, -0.11707], [3.49088, 1.69071, 2.25742], [2.41309, -7.28237, -4.55783], [0.60441, -5.34446, -5.12656], [0.76938, 5.54395, -0.87938], [1.39924, 2.55135, -3.69530], [4.35866, 5.47313, 4.22233], [-2.61253, -3.92342, 3.82291], [-0.40716, 2.96380, 1.77740], [3.47508, 1.69194, 4.06064], [-5.26564, 3.65576, 1.43387], [-5.46599, 1.69209, 2.88094], [-5.20742, 0.60763, -3.49644], [5.71396, -8.03502, -1.88516], [5.90142, 6.98606, 2.78557], [0.50329, -0.19790, -2.20944], [-1.81682, 3.29499, 2.76172], [-0.97710, -0.12578, 6.94999], [-1.11396, 5.34844, -3.40661], [4.53179, -3.91959, -1.39433], [3.82355, 2.89918, -3.62015], [-1.34018, -2.04715, 0.84412], [-0.88329, 2.18821, -3.26445], [-0.78410, -1.31019, -2.77565], [0.36673, -5.06543, 5.26457], [2.44869, 3.86542, 3.93228], [-2.29312, 2.41276, -2.33183], [4.44878, -8.71514, -0.74594], [4.26725, -5.69066, -2.54072], [-1.44991, 6.09771, 0.13375], [2.65348, 4.04029, -5.16318], [0.34147, -1.50694, 1.07079], [-4.42118, -1.43855, -2.86801], [1.19498, -2.94662, 3.25418], [-2.94475, 0.36268, 2.12019], [0.36063, 2.01216, -0.95744], [3.80304, -3.63017, 0.27400], [7.63295, 5.91581, 1.04824], [-0.76814, -1.77336, 2.44817], [-0.30505, 0.60846, 1.27357], [1.91301, -2.59487, -0.54471], [-6.01581, -0.99982, 2.21779], [-0.07428, 3.01534, -5.96114], [-5.48281, 1.23214, -1.89875], [1.37448, -3.58131, 5.56807], [-6.61221, -2.17159, -2.05257], [-6.31149, 1.27940, 1.36708], [3.29013, -1.70398, -1.15114], [-6.64526, 0.06343, -2.71022], [0.74551, 4.56871, -6.38431], [2.55998, 2.77585, -6.37109], [2.01085, 0.25386, 4.72169], [4.12740, 0.88947, -0.19954], [-1.76725, 4.42734, -4.84315], [4.44793, 3.91134, 1.80143], [-5.06730, -0.52301, 3.64473], [-3.69925, 2.83256, 1.06881], [2.06459, -4.85399, 4.51683], [-1.14163, -3.76520, -1.10138], [-2.60327, -4.16214, -2.13154], [-1.35465, -1.70240, 7.50196], [1.13221, -5.15028, 2.42078], [-3.04470, -1.89589, 5.85236], [3.58428, 6.10747, 2.61490], [-3.78358, 4.23122, -0.85272], [-3.14172, -0.10448, 5.57937], [4.82613, -7.08657, -0.65172], [-1.69284, 0.02632, 0.32742], [-4.41244, -0.03125, 0.80528], [-3.88224, -5.05662, 3.34432], [-2.48711, -0.26390, 7.77354], [3.12792, -5.61068, -4.87258], [-6.45173, -1.25880, -0.62379], [0.66517, -0.25724, 3.56995], [-0.14727, -0.07033, -3.79466], [0.20383, 3.95306, -2.28601], [-2.96167, -4.16527, 2.11178], [-0.69875, 5.95528, -5.07677], [-3.18493, -0.14816, -1.43027], [-1.67914, -0.51936, 3.99874], [-5.08499, 3.88693, -2.03562], [2.50588, -0.48591, 3.26980], [6.55972, 5.30932, 2.87246], [-1.50763, -4.47427, -4.11480], [-4.14027, -2.40537, 1.30522], [-0.46686, 4.52450, 2.69711], [2.71006, 1.67946, 0.48752], [1.48427, -6.19581, -2.45096], [2.05743, 3.80707, 2.19186]], "orbital_gap_ev": 9.02, "e_lumo_ev": 0.596, "homo_energy_ev": -8.42, "de_lowest_kcal_mol": 16.11, "smiles": "COCCNCCOC.COCCNCCOC.COCCNCCOC.COCCNCCOC.COCCNCCOC.CC(C)O.CCO.CCO.CCO.CCO"}



# 2
{"formula": "C41H111N5O12", "method": "wB97M-V/def2-TZVPD", "elements": ["O", "O", "O", "O", "O", "O", "O", "O", "O", "O", "O", "O", "N", "N", "N", "N", "N", "C", "C", "C", "C", "C", "C", "C", "C", "C", "C", "C", "C", "C", "C", "C", "C", "C", "C", "C", "C", "C", "C", "C", "C", "C", "C", "C", "C", "C", "C", "C", "C", "C", "C", "C", "C", "C", "C", "C", "C", "C", "H", "H", "H", "H", "H", "H", "H", "H", "H", "H", "H", "H", "H", "H", "H", "H", "H", "H", "H", "H", "H", "H", "H", "H", "H", "H", "H", "H", "H", "H", "H", "H", "H", "H", "H", "H", "H", "H", "H", "H", "H", "H", "H", "H", "H", "H", "H", "H", "H", "H", "H", "H", "H", "H", "H", "H", "H", "H", "H", "H", "H", "H", "H", "H", "H", "H", "H", "H", "H", "H", "H", "H", "H", "H", "H", "H", "H", "H", "H", "H", "H", "H", "H", "H", "H", "H", "H", "H", "H", "H", "H", "H", "H", "H", "H", "H", "H", "H", "H", "H", "H", "H", "H", "H", "H", "H", "H", "H", "H", "H", "H"], "coordinates": [[3.81535, -10.23755, 28.56093], [0.97028, -9.82984, 18.82287], [3.84303, -8.58096, 24.14353], [3.62168, -11.48577, 24.10155], [4.28120, -9.29529, 17.32082], [-1.93471, -6.57674, 21.40830], [-1.71835, -10.40194, 25.57517], [2.23057, -5.33487, 20.37334], [7.82800, -8.11276, 25.10239], [4.76748, -4.44668, 27.76029], [5.04209, -5.31413, 20.02513], [0.23158, -7.73973, 28.31841], [-0.40148, -2.95087, 21.47238], [4.37011, -13.25301, 26.56514], [5.06991, -7.88499, 26.55079], [1.34196, -5.04887, 28.84292], [-3.22404, -8.09041, 24.51028], [4.27267, -3.26280, 27.16416], [5.66184, -4.01363, 20.40470], [0.00297, -12.01045, 26.02634], [-1.48998, -6.46048, 24.30332], [0.42432, -5.32388, 27.74112], [5.33470, -6.76763, 27.53253], [2.58733, -9.71337, 29.04432], [7.30626, -7.21947, 22.89781], [-0.13977, -11.03138, 20.50255], [-2.36794, -7.58816, 22.20605], [3.12849, -12.08374, 22.81787], [0.79413, -4.38742, 26.60756], [4.74975, -12.21914, 27.44023], [7.91270, -8.40613, 23.68041], [0.86209, -11.12077, 19.41027], [0.64524, -6.80467, 27.30757], [1.96031, -8.02071, 22.71235], [4.27530, -12.12356, 21.80904], [2.88097, -7.53846, 23.83456], [3.54505, -11.36816, 27.69373], [4.28120, -8.83020, 19.70386], [5.01002, -5.46199, 26.80723], [7.18247, -9.72071, 23.32886], [0.54559, -12.18101, 18.32633], [2.63759, -13.46814, 23.11579], [1.53133, -2.44014, 19.89133], [7.08149, -4.04025, 19.98657], [6.73247, -6.88102, 28.07622], [1.71704, -6.14610, 19.31713], [6.01472, -11.54062, 27.00235], [1.29282, -4.59028, 21.11940], [-0.41528, -10.82114, 25.17296], [6.31961, -9.72379, 18.68833], [0.48742, -9.64213, 25.41689], [3.49544, -6.18632, 23.54661], [-2.68001, -7.10211, 23.59302], [4.82135, -9.70603, 18.63118], [0.54508, -3.48466, 20.42621], [-1.96959, -6.78311, 20.01705], [-1.14860, -7.85436, 28.53134], [5.65771, -3.72303, 21.91265], [6.14834, -4.55403, 22.47477], [-0.62378, -5.18529, 28.04595], [-1.01257, -3.66500, 21.83403], [4.29819, -5.89820, 24.30027], [6.07458, -9.53660, 23.35506], [0.03171, -3.98522, 19.61436], [4.10659, -5.27976, 20.17438], [1.35067, -5.87394, 29.44019], [1.70254, -6.94650, 27.20124], [2.57794, -13.92147, 22.09935], [6.93851, -6.17320, 28.87645], [-1.69019, -7.74199, 27.57339], [4.08782, -5.66506, 26.27259], [-1.01548, -5.70630, 23.66770], [-0.48453, -11.08260, 24.10746], [-1.73149, -5.84599, 19.52952], [0.98632, -1.71401, 19.31314], [1.39954, -7.15914, 19.63756], [0.89643, -5.66373, 18.71748], [7.45978, -9.92313, 22.28635], [2.29013, -4.85208, 28.45409], [7.44715, -10.57931, 23.95546], [8.94694, -8.48065, 23.29734], [-0.36891, -11.86391, 17.83922], [2.25505, -7.35971, 24.75927], [4.55515, -6.83805, 28.31335], [5.11636, -13.87520, 26.34521], [-0.17060, -11.98361, 21.03035], [2.00705, -9.30010, 28.18596], [6.71784, -12.36899, 26.79059], [4.39518, -10.70681, 18.82345], [-1.34537, -7.61289, 19.68497], [1.42324, -12.22761, 17.68672], [5.11252, -12.70282, 28.37259], [-3.27044, -8.07701, 21.80284], [2.54123, -7.94674, 21.77041], [-0.73747, -7.25463, 24.48838], [4.60995, -8.62894, 27.10438], [7.58215, -3.08551, 20.28261], [2.00497, -2.00244, 20.77101], [2.52697, -6.31809, 18.60675], [0.51043, -5.26916, 21.49576], [-0.89581, -2.11694, 21.11588], [4.98860, -2.62887, 26.56012], [4.65989, -3.61909, 22.31973], [3.43332, -13.93341, 23.66451], [-1.37864, -8.86382, 28.94802], [-0.65457, -12.84551, 26.09137], [7.19478, -4.19912, 18.90101], [5.71930, -5.10578, 26.04324], [8.25998, -8.81771, 25.61977], [1.01229, -12.35489, 25.72488], [1.86606, -9.71795, 18.38291], [3.90335, -12.50495, 20.84154], [7.92827, -6.26027, 22.91164], [3.06869, -10.95024, 26.78875], [1.82806, -4.52509, 26.21817], [4.69932, -9.09134, 20.67466], [-2.55095, -8.78224, 24.74521], [3.34276, -3.43401, 26.55718], [6.31430, -7.04693, 23.18031], [0.28742, -8.90798, 24.67612], [4.44767, -8.25882, 24.81693], [5.88791, -10.95013, 26.08740], [2.81720, -11.99587, 28.20837], [6.24190, -2.83529, 22.09352], [2.34720, -11.40571, 22.46903], [0.38886, -13.13589, 18.82856], [1.69273, -13.51399, 23.63393], [-2.99485, -7.14754, 19.77258], [0.04831, -4.42152, 25.80477], [6.60697, -9.98626, 19.70739], [3.69210, -10.52853, 24.18492], [7.32240, -7.55490, 21.85343], [5.90032, -8.29737, 26.11419], [6.74616, -7.90134, 28.50347], [4.61544, -11.08074, 21.68338], [3.16130, -8.92112, 19.78871], [4.52940, -7.78041, 19.54234], [7.55725, -4.87846, 20.49106], [4.00107, -12.94066, 25.68556], [1.51958, -9.92905, 25.43950], [5.20963, -3.19532, 19.88261], [-1.13100, -10.76779, 20.17160], [0.71216, -3.38685, 26.99693], [6.81411, -10.44505, 17.99305], [0.10540, -6.99410, 26.40063], [-1.54177, -7.05228, 29.16703], [7.40206, -6.77334, 27.26763], [3.90478, -6.27930, 22.51799], [1.85425, -10.47962, 29.43489], [1.11968, -7.36629, 22.66902], [3.98355, -2.52499, 27.96705], [-3.44223, -6.30240, 23.57423], [-1.89001, -6.01770, 25.23808], [-1.78195, -10.41062, 26.56210], [6.78217, -8.71354, 18.41104], [4.75967, -8.54038, 16.97264], [2.70530, -5.43673, 23.49020], [1.81591, -4.12405, 21.92660], [1.82728, -11.44524, 19.82430], [1.72661, -9.07641, 22.92275], [-1.63934, -8.38768, 22.37700], [-4.05674, -8.49185, 24.14406], [2.81881, -8.95719, 29.82321], [2.32423, -2.86240, 19.30286], [0.05223, -11.64151, 27.06696], [0.20060, -10.29350, 21.24111], [5.02780, -12.77195, 22.23529], [6.53028, -10.94029, 27.77189], [0.24139, -9.33342, 26.44935]], "orbital_gap_ev": 9.42, "e_lumo_ev": 0.625, "homo_energy_ev": -8.80, "de_lowest_kcal_mol": 13.76, "smiles": "COC[C@H](C)N.COC[C@H](C)N.COC[C@H](C)N.COC[C@H](C)N.COC[C@H](C)N.CC(C)O.CC(C)O.CC(C)O.CC(C)O.CC(C)O.CC(C)O.CC(C)O"}